No. 1
The following is a DFT calculation (ωB97M-V/def2-TZVPD) of a molecular structure, C46H58ClCsI2N4O9PSb.

The geometry in XYZ format:
```
123
Properties=species:S:1:pos:R:3
Cs 0.85 1.09 -0.52
O 1.23 -1.18 -3.79
C 2.49 -1.21 -4.18
O 2.88 -1.06 -5.31
C 3.41 -1.46 -3.01
C 4.70 -1.92 -3.23
C 5.49 -2.18 -2.12
C 4.97 -1.97 -0.85
C 3.66 -1.50 -0.74
N 2.91 -1.24 -1.80
C 3.02 -1.33 0.65
O 3.78 -1.45 1.63
O 1.78 -1.12 0.65
H 0.59 -0.88 -4.50
H 5.05 -2.08 -4.24
H 6.50 -2.54 -2.24
H 5.52 -2.15 0.06
Cl -1.18 1.17 2.19
C -0.89 2.02 3.68
C -1.68 1.67 4.77
C -1.50 2.33 5.98
C -0.54 3.32 6.09
C 0.24 3.65 4.99
C 0.09 3.01 3.76
P 1.10 3.42 2.28
C 2.68 2.59 2.66
C 3.73 2.83 1.76
C 4.95 2.19 1.91
C 5.13 1.28 2.94
C 4.09 1.01 3.81
C 2.87 1.66 3.68
C 1.50 5.18 2.62
C 0.60 6.12 2.11
C 0.82 7.47 2.32
C 1.95 7.90 3.02
C 2.85 6.97 3.51
C 2.63 5.61 3.31
H -2.42 0.90 4.66
H -2.12 2.06 6.83
H -0.40 3.85 7.02
H 0.99 4.43 5.08
H 3.59 3.55 0.95
H 5.75 2.40 1.21
H 6.07 0.75 3.03
H 4.22 0.27 4.59
H 2.06 1.42 4.35
H -0.25 5.78 1.53
H 0.13 8.19 1.91
H 2.13 8.96 3.16
H 3.74 7.30 4.03
H 3.34 4.89 3.68
N -0.67 0.06 -5.24
C -0.48 1.17 -6.18
C -0.98 2.49 -5.59
N -0.31 2.71 -4.33
H -1.58 -0.36 -5.37
H -0.67 0.47 -4.30
H -0.96 0.94 -7.13
H 0.60 1.27 -6.38
H -2.06 2.40 -5.40
H -0.85 3.29 -6.33
H -0.83 3.23 -3.64
H 0.60 3.14 -4.43
O -6.98 1.86 -1.94
C -6.19 2.74 -1.53
O -6.41 3.92 -1.21
C -4.70 2.32 -1.50
C -4.32 1.03 -1.88
C -2.98 0.69 -1.86
N -2.00 1.54 -1.54
C -2.37 2.78 -1.17
C -3.69 3.19 -1.12
C -1.27 3.78 -0.85
O -1.49 4.70 -0.08
O -0.16 3.56 -1.49
H -5.09 0.33 -2.17
H -2.66 -0.31 -2.12
H -3.94 4.20 -0.81
C -2.11 -2.96 2.46
C -2.72 -3.07 1.06
C -3.42 -1.75 0.75
C -3.74 -4.20 1.03
Sb -1.04 -3.20 -0.38
C -1.99 -4.19 -2.14
C -3.27 -3.43 -2.46
C -2.31 -5.67 -2.03
C -1.02 -3.97 -3.30
C 0.19 -4.85 0.45
C -0.57 -6.02 1.07
C 1.10 -4.23 1.51
C 1.08 -5.35 -0.68
H -2.89 -2.67 3.17
H -1.31 -2.22 2.52
H -1.70 -3.92 2.80
H -4.21 -1.57 1.49
H -3.89 -1.73 -0.23
H -2.73 -0.90 0.80
H -4.49 -4.02 1.82
H -3.29 -5.18 1.22
H -4.28 -4.24 0.09
H -4.06 -3.58 -1.72
H -3.67 -3.78 -3.43
H -3.10 -2.35 -2.55
H -2.98 -5.89 -1.19
H -1.41 -6.28 -1.91
H -2.81 -6.00 -2.95
H -0.77 -2.91 -3.44
H -1.48 -4.33 -4.23
H -0.08 -4.50 -3.17
H -1.11 -5.71 1.97
H 0.16 -6.78 1.38
H -1.27 -6.48 0.39
H 0.56 -3.81 2.36
H 1.71 -3.43 1.11
H 1.77 -5.01 1.90
H 0.52 -5.92 -1.43
H 1.84 -6.02 -0.27
H 1.60 -4.53 -1.19
I 1.68 4.88 -1.26
I 4.08 6.35 -1.01
O 1.33 -1.22 3.44
H 2.29 -1.37 3.43
H 1.21 -1.10 2.47
```

## Properties
Largest force on an atom = 0.7 eV/Å
Charge = -2
Orbital gap = 0.25652 hartree
ΔE to the lowest compared entry with this formula, charge and spin = 0.2 kcal per mole
LUMO level = 0.124 Eh
2S+1 = 1

Results of the Löwdin charge analysis, in e, for atoms 1 through 6: Cs 0.950; O 0.069; C -0.485; O 0.083; C -0.188; C -0.006

***

No. 2
The following is a DFT calculation (ωB97M-V/def2-TZVPD) of 3 unconnected molecules or ions with the total composition C19H24B3NO14.

The geometry in XYZ format:
```
61
Properties=species:S:1:pos:R:3
C 0.80 1.22 -0.51
C 2.22 0.78 -0.79
O 3.10 1.01 0.00
N 2.52 0.13 -1.99
C 1.52 -0.42 -2.90
C 0.99 -1.81 -2.49
C 1.05 -2.15 -1.00
C 0.71 -3.63 -0.73
B 1.61 -4.37 0.29
O 1.29 -5.66 0.72
B 1.80 -6.02 1.95
O 3.10 -5.68 2.23
B 3.47 -4.40 1.85
C 4.63 -3.62 2.59
O 4.09 -2.54 3.38
O 3.58 -3.12 4.59
O 2.76 -3.80 0.82
H 0.86 2.26 -0.19
H 0.39 0.65 0.32
H 0.12 1.16 -1.36
H 3.29 0.58 -2.46
H 0.68 0.26 -3.05
H 2.01 -0.51 -3.87
H -0.05 -1.89 -2.82
H 1.54 -2.58 -3.05
H 0.31 -1.53 -0.48
H 2.02 -1.89 -0.59
H -0.32 -3.74 -0.37
H 0.73 -4.21 -1.66
H 1.10 -6.52 2.77
H 5.21 -4.28 3.24
H 5.31 -3.12 1.91
H 2.63 -3.02 4.46
O -3.13 5.18 -5.78
C -2.29 4.97 -4.92
C -0.86 5.10 -5.10
C -0.06 4.83 -4.06
O 1.26 4.91 -4.10
C -0.60 4.40 -2.71
O 0.24 4.17 -1.85
C -2.02 4.29 -2.52
C -2.82 4.56 -3.56
O -4.14 4.49 -3.52
H -0.49 5.41 -6.07
H 1.57 4.66 -3.20
H -2.39 3.99 -1.55
H -4.45 4.73 -4.41
O -4.93 -0.13 5.65
C -4.12 0.23 4.81
C -3.48 1.52 4.77
C -2.62 1.77 3.77
O -1.97 2.91 3.62
C -2.30 0.75 2.69
O -1.51 1.11 1.84
C -2.93 -0.55 2.74
C -3.79 -0.80 3.74
O -4.43 -1.94 3.90
H -3.72 2.24 5.53
H -1.41 2.80 2.82
H -2.69 -1.27 1.98
H -4.98 -1.83 4.70
```

## Properties
Largest force on an atom = 0.8 eV/Å
SMILES string = CC(=O)NCCCCB1OBOB(COO)O1.O=C1C=C(O)C(=O)C=C1O.O=C1C=C(O)C(=O)C=C1O
Charge = 0
Orbital gap = 0.28720 hartree
LUMO level = -0.060 Eh
2S+1 = 1

Results of the Löwdin charge analysis, in e, for atoms 1 through 6: C -0.006; C -0.519; O 0.064; N 0.040; C -0.202; C -0.175

***

Please write out number 2 again, unchanged.
The following is a DFT calculation (ωB97M-V/def2-TZVPD) of 3 unconnected molecules or ions with the total composition C19H24B3NO14.

The geometry in XYZ format:
```
61
Properties=species:S:1:pos:R:3
C 0.80 1.22 -0.51
C 2.22 0.78 -0.79
O 3.10 1.01 0.00
N 2.52 0.13 -1.99
C 1.52 -0.42 -2.90
C 0.99 -1.81 -2.49
C 1.05 -2.15 -1.00
C 0.71 -3.63 -0.73
B 1.61 -4.37 0.29
O 1.29 -5.66 0.72
B 1.80 -6.02 1.95
O 3.10 -5.68 2.23
B 3.47 -4.40 1.85
C 4.63 -3.62 2.59
O 4.09 -2.54 3.38
O 3.58 -3.12 4.59
O 2.76 -3.80 0.82
H 0.86 2.26 -0.19
H 0.39 0.65 0.32
H 0.12 1.16 -1.36
H 3.29 0.58 -2.46
H 0.68 0.26 -3.05
H 2.01 -0.51 -3.87
H -0.05 -1.89 -2.82
H 1.54 -2.58 -3.05
H 0.31 -1.53 -0.48
H 2.02 -1.89 -0.59
H -0.32 -3.74 -0.37
H 0.73 -4.21 -1.66
H 1.10 -6.52 2.77
H 5.21 -4.28 3.24
H 5.31 -3.12 1.91
H 2.63 -3.02 4.46
O -3.13 5.18 -5.78
C -2.29 4.97 -4.92
C -0.86 5.10 -5.10
C -0.06 4.83 -4.06
O 1.26 4.91 -4.10
C -0.60 4.40 -2.71
O 0.24 4.17 -1.85
C -2.02 4.29 -2.52
C -2.82 4.56 -3.56
O -4.14 4.49 -3.52
H -0.49 5.41 -6.07
H 1.57 4.66 -3.20
H -2.39 3.99 -1.55
H -4.45 4.73 -4.41
O -4.93 -0.13 5.65
C -4.12 0.23 4.81
C -3.48 1.52 4.77
C -2.62 1.77 3.77
O -1.97 2.91 3.62
C -2.30 0.75 2.69
O -1.51 1.11 1.84
C -2.93 -0.55 2.74
C -3.79 -0.80 3.74
O -4.43 -1.94 3.90
H -3.72 2.24 5.53
H -1.41 2.80 2.82
H -2.69 -1.27 1.98
H -4.98 -1.83 4.70
```

## Properties
Largest force on an atom = 0.8 eV/Å
SMILES string = CC(=O)NCCCCB1OBOB(COO)O1.O=C1C=C(O)C(=O)C=C1O.O=C1C=C(O)C(=O)C=C1O
Charge = 0
Orbital gap = 0.28720 hartree
LUMO level = -0.060 Eh
2S+1 = 1

Results of the Löwdin charge analysis, in e, for atoms 1 through 6: C -0.006; C -0.519; O 0.064; N 0.040; C -0.202; C -0.175

***

Copy entry 2 word for word.
The following is a DFT calculation (ωB97M-V/def2-TZVPD) of 3 unconnected molecules or ions with the total composition C19H24B3NO14.

The geometry in XYZ format:
```
61
Properties=species:S:1:pos:R:3
C 0.80 1.22 -0.51
C 2.22 0.78 -0.79
O 3.10 1.01 0.00
N 2.52 0.13 -1.99
C 1.52 -0.42 -2.90
C 0.99 -1.81 -2.49
C 1.05 -2.15 -1.00
C 0.71 -3.63 -0.73
B 1.61 -4.37 0.29
O 1.29 -5.66 0.72
B 1.80 -6.02 1.95
O 3.10 -5.68 2.23
B 3.47 -4.40 1.85
C 4.63 -3.62 2.59
O 4.09 -2.54 3.38
O 3.58 -3.12 4.59
O 2.76 -3.80 0.82
H 0.86 2.26 -0.19
H 0.39 0.65 0.32
H 0.12 1.16 -1.36
H 3.29 0.58 -2.46
H 0.68 0.26 -3.05
H 2.01 -0.51 -3.87
H -0.05 -1.89 -2.82
H 1.54 -2.58 -3.05
H 0.31 -1.53 -0.48
H 2.02 -1.89 -0.59
H -0.32 -3.74 -0.37
H 0.73 -4.21 -1.66
H 1.10 -6.52 2.77
H 5.21 -4.28 3.24
H 5.31 -3.12 1.91
H 2.63 -3.02 4.46
O -3.13 5.18 -5.78
C -2.29 4.97 -4.92
C -0.86 5.10 -5.10
C -0.06 4.83 -4.06
O 1.26 4.91 -4.10
C -0.60 4.40 -2.71
O 0.24 4.17 -1.85
C -2.02 4.29 -2.52
C -2.82 4.56 -3.56
O -4.14 4.49 -3.52
H -0.49 5.41 -6.07
H 1.57 4.66 -3.20
H -2.39 3.99 -1.55
H -4.45 4.73 -4.41
O -4.93 -0.13 5.65
C -4.12 0.23 4.81
C -3.48 1.52 4.77
C -2.62 1.77 3.77
O -1.97 2.91 3.62
C -2.30 0.75 2.69
O -1.51 1.11 1.84
C -2.93 -0.55 2.74
C -3.79 -0.80 3.74
O -4.43 -1.94 3.90
H -3.72 2.24 5.53
H -1.41 2.80 2.82
H -2.69 -1.27 1.98
H -4.98 -1.83 4.70
```

## Properties
Largest force on an atom = 0.8 eV/Å
SMILES string = CC(=O)NCCCCB1OBOB(COO)O1.O=C1C=C(O)C(=O)C=C1O.O=C1C=C(O)C(=O)C=C1O
Charge = 0
Orbital gap = 0.28720 hartree
LUMO level = -0.060 Eh
2S+1 = 1

Results of the Löwdin charge analysis, in e, for atoms 1 through 6: C -0.006; C -0.519; O 0.064; N 0.040; C -0.202; C -0.175